Entry 1:
11
Properties=species:S:1:pos:R:3:lowdin_charge:R:1 method="wB97M-V/def2-TZVPD" gap_ha="0.264 / 0.264" multiplicity=1 e_above_lowest_kcal_mol=148.0 lumo_ev="-1.03 / -1.03" total_energy_ev=-8223.0742 max_force_ev_per_a=0.9 homo_ev="-8.22 / -8.22"
C -2.819 0.608 1.418 -0.082
C -1.655 0.522 0.957 -0.324
C -0.433 0.064 0.312 -0.357
C 0.041 0.385 -1.010 0.035
N 1.305 0.017 -1.067 0.024
N 1.795 -0.508 0.102 0.076
C 0.794 -0.460 0.931 -0.045
H -1.122 -0.830 0.132 0.218
H -0.497 0.806 -1.849 0.154
H 1.920 0.040 -1.869 0.168
H 0.892 -0.820 1.946 0.135

=====

Entry 2:
27
Properties=species:S:1:pos:R:3:lowdin_charge:R:1 method="wB97M-V/def2-TZVPD" gap_ha="0.296 / 0.184" multiplicity=1 e_above_lowest_kcal_mol=109.6 lumo_ev="-0.57 / -1.84" total_energy_ev=-28366.2419 max_force_ev_per_a=3.7 homo_ev="-8.62 / -6.84"
C 2.144 -0.664 0.680 -0.018
C 1.706 0.670 0.901 -0.020
C 0.881 -0.641 -1.430 0.040
C 1.703 -1.309 -0.480 -0.298
C 0.575 0.745 -1.231 -0.246
C 0.940 1.359 0.012 -0.184
C -0.533 2.587 -1.897 -0.237
C 1.965 -2.725 -0.747 -0.067
C -2.576 -1.713 0.660 -0.197
N -0.078 1.396 -2.189 0.089
N 0.554 2.693 0.135 0.055
N -0.294 3.201 -0.748 0.045
N -2.483 0.097 -1.187 -0.191
O -2.076 0.940 1.204 -0.483
S -2.926 0.138 0.346 0.799
H 2.825 -1.123 1.310 0.084
H 2.086 1.136 1.777 0.101
H 0.460 -1.189 -2.271 0.120
H -1.177 3.034 -2.642 0.107
H 2.027 -2.912 -1.781 0.059
H 1.008 -3.330 -0.481 0.119
H 2.763 -3.074 -0.124 0.072
H -3.384 -2.265 1.216 0.053
H -2.531 -2.087 -0.387 0.034
H -1.610 -1.942 1.130 0.044
H 0.491 3.194 1.007 0.153
H -2.626 0.937 -1.676 -0.029

=====

Entry 3:
10
Properties=species:S:1:pos:R:3:lowdin_charge:R:1 method="wB97M-V/def2-TZVPD" gap_ha=0.357 smiles="[H]/N=C/O.N=C=O" multiplicity=1 e_above_lowest_kcal_mol=101.0 lumo_ev=0.06 total_energy_ev=-9210.8410 max_force_ev_per_a=5.7 homo_ev=-9.66
O -0.736 -0.757 1.542 0.025
C -1.042 -0.736 0.248 -0.393
N -0.293 -1.149 -0.670 0.127
C 1.056 0.593 -0.592 -0.390
N 1.075 1.182 0.549 0.099
O 1.336 0.725 -1.734 0.146
H -2.051 -0.341 -0.053 0.141
H 0.352 -1.235 -1.416 0.066
H 0.027 -0.116 1.530 0.073
H 0.274 1.834 0.596 0.107

=====

Entry 4:
144
Properties=species:S:1:pos:R:3:lowdin_charge:R:1 method="wB97M-V/def2-TZVPD" gap_ha=0.298 multiplicity=1 e_above_lowest_kcal_mol=0.0 lumo_ev=0.04 total_energy_ev=-99200.9341 max_force_ev_per_a=2.3 homo_ev=-8.07
K 2.047 -3.034 0.073 0.773
Cd 2.514 0.062 -2.840 1.497
S 4.329 -1.729 -2.150 0.250
O 2.820 -1.896 -2.150 -0.588
O 4.814 -2.137 -0.834 -0.370
O 4.911 -2.492 -3.222 -0.317
O 4.471 -0.209 -2.285 -0.488
B 0.355 -0.102 -1.011 -1.302
F -0.100 -1.206 -0.314 0.123
F -0.401 1.039 -0.859 0.157
F 1.738 0.167 -0.659 0.017
F 0.464 -0.371 -2.419 -0.002
C 1.472 -6.931 0.363 -0.075
C 1.925 -6.584 -1.049 -0.268
N 1.253 -5.401 -1.573 -0.234
C -0.131 -5.602 -1.974 -0.254
C -0.932 -4.314 -2.080 -0.065
C 2.091 -4.788 -2.638 -0.254
C 2.373 -5.699 -3.839 -0.064
H 1.938 -7.831 0.761 0.076
H 0.390 -7.011 0.430 0.064
H 1.792 -6.129 1.041 0.063
H 2.998 -6.383 -1.056 0.123
H 1.775 -7.465 -1.695 0.122
H -0.193 -6.206 -2.893 0.113
H -0.594 -6.256 -1.231 0.104
H -0.806 -3.817 -3.043 0.074
H -1.987 -4.552 -1.942 0.079
H -0.642 -3.586 -1.320 0.058
H 3.006 -4.440 -2.165 0.088
H 1.488 -3.975 -3.041 0.100
H 3.097 -6.475 -3.584 0.071
H 2.847 -5.116 -4.631 0.080
H 1.455 -6.123 -4.243 0.066
C 1.100 -2.169 4.299 -0.069
C 2.373 -1.382 4.000 -0.253
N 3.421 -2.210 3.389 -0.197
C 4.449 -1.401 2.708 -0.230
C 3.835 -0.399 1.738 -0.095
C 4.046 -3.084 4.369 -0.268
C 5.008 -4.074 3.712 -0.085
H 0.538 -2.429 3.403 0.069
H 0.440 -1.530 4.894 0.062
H 1.356 -3.005 4.946 0.059
H 2.183 -0.537 3.355 0.070
H 2.730 -1.014 4.981 0.124
H 5.072 -2.026 2.072 0.106
H 5.052 -0.896 3.482 0.125
H 2.908 -0.832 1.371 0.032
H 4.471 -0.322 0.853 0.062
H 3.682 0.625 2.080 0.083
H 4.592 -2.487 5.119 0.119
H 3.273 -3.668 4.865 0.099
H 5.159 -4.931 4.371 0.070
H 4.595 -4.449 2.776 0.073
H 5.989 -3.633 3.538 0.070
C 0.432 2.055 -4.618 -0.072
C 1.093 2.776 -3.478 -0.271
N 2.442 2.323 -3.106 -0.229
C 3.416 2.524 -4.209 -0.266
C 3.785 3.951 -4.549 -0.068
C 2.830 3.051 -1.884 -0.258
C 4.159 2.687 -1.253 -0.064
H 0.233 1.002 -4.387 0.057
H 1.092 1.976 -5.488 0.069
H -0.479 2.551 -4.939 0.087
H 1.077 3.848 -3.760 0.121
H 0.455 2.886 -2.600 0.090
H 4.338 2.029 -3.879 0.097
H 3.207 1.916 -5.091 0.109
H 4.138 4.491 -3.673 0.073
H 4.579 3.967 -5.296 0.085
H 2.967 4.502 -5.020 0.076
H 2.023 2.851 -1.167 0.107
H 2.746 4.143 -1.957 0.108
H 4.187 1.671 -0.872 0.048
H 4.438 3.395 -0.474 0.086
H 4.944 2.793 -2.008 0.075
C -0.058 5.784 -1.343 -0.073
C -0.903 4.581 -0.930 -0.245
N -1.633 4.869 0.298 -0.186
C -2.803 4.036 0.510 -0.257
C -3.853 4.238 -0.568 -0.087
C -0.766 4.890 1.453 -0.279
C -1.150 5.877 2.528 -0.076
H -0.592 6.476 -2.001 0.075
H 0.898 5.518 -1.797 0.047
H 0.201 6.434 -0.503 0.069
H -1.580 4.302 -1.734 0.105
H -0.214 3.734 -0.760 0.091
H -2.534 2.969 0.608 0.104
H -3.233 4.303 1.481 0.112
H -3.587 3.666 -1.460 0.054
H -4.834 3.859 -0.278 0.067
H -3.929 5.301 -0.795 0.082
H 0.286 5.048 1.189 0.115
H -0.663 3.859 1.841 0.094
H -0.902 6.909 2.283 0.071
H -0.600 5.614 3.439 0.074
H -2.208 5.850 2.791 0.066
C -6.319 -1.398 0.161 -0.084
C -5.129 -0.505 -0.132 -0.259
N -4.711 -0.503 -1.545 -0.168
C -5.275 0.640 -2.232 -0.273
C -6.723 0.460 -2.681 -0.082
C -3.254 -0.484 -1.611 -0.248
C -2.732 -0.558 -3.066 -0.075
H -6.652 -1.262 1.193 0.067
H -6.126 -2.441 -0.078 0.075
H -7.192 -1.112 -0.430 0.051
H -5.286 0.520 0.230 0.114
H -4.315 -0.921 0.472 0.101
H -5.225 1.573 -1.642 0.103
H -4.703 0.851 -3.135 0.098
H -7.431 0.410 -1.857 0.054
H -7.040 1.323 -3.275 0.071
H -6.814 -0.418 -3.320 0.077
H -2.827 -1.371 -1.141 0.110
H -2.823 0.433 -1.180 0.111
H -3.379 -1.158 -3.705 0.081
H -1.720 -0.958 -3.079 0.048
H -2.664 0.464 -3.445 0.061
C 0.051 1.075 2.258 -0.077
C -1.427 1.132 2.519 -0.242
N -1.716 0.567 3.848 -0.191
C -2.801 -0.387 3.887 -0.270
C -4.203 0.189 3.801 -0.084
C -1.767 1.589 4.884 -0.268
C -1.769 1.008 6.281 -0.087
H 0.343 0.051 2.046 0.064
H 0.655 1.535 3.044 0.083
H 0.323 1.687 1.389 0.063
H -1.742 2.181 2.489 0.081
H -2.003 0.557 1.794 0.113
H -2.654 -1.027 3.007 0.108
H -2.691 -1.098 4.711 0.108
H -4.958 -0.492 3.414 0.064
H -4.565 0.655 4.724 0.068
H -4.180 1.081 3.157 0.072
H -2.617 2.275 4.732 0.114
H -0.851 2.179 4.767 0.112
H -2.673 0.420 6.460 0.064
H -1.809 1.800 7.031 0.074
H -0.901 0.377 6.461 0.072

=====

Entry 5:
36
Properties=species:S:1:pos:R:3:lowdin_charge:R:1 method="wB97M-V/def2-TZVPD" gap_ha=0.238 multiplicity=1 e_above_lowest_kcal_mol=6.9 lumo_ev=-2.00 total_energy_ev=-71404.3398 max_force_ev_per_a=1.4 homo_ev=-8.48
W -1.198 -0.270 -0.357 0.739
N 1.138 0.989 -4.016 0.082
C 0.708 0.540 -2.812 -0.851
S -0.621 1.389 -2.094 0.541
N 1.343 -0.467 -2.299 0.001
N 0.831 -0.855 -1.062 -0.207
C 1.623 -1.639 -0.429 -0.052
C 1.412 -2.249 0.875 -0.141
C 2.458 -2.962 1.462 -0.021
C 2.294 -3.565 2.696 -0.067
C 1.068 -3.470 3.350 -0.050
C 0.010 -2.779 2.780 0.012
C 0.205 -2.178 1.552 -0.287
O -0.826 -1.506 0.982 -0.323
H 0.626 1.682 -4.525 0.086
H 1.899 0.510 -4.462 0.103
H 2.558 -1.861 -0.937 0.137
H 3.404 -3.033 0.939 0.119
H 3.113 -4.107 3.147 0.108
H 0.932 -3.942 4.314 0.113
H -0.951 -2.694 3.270 0.128
S -3.037 0.994 0.356 0.592
C -2.415 0.913 2.035 -0.648
C -3.321 0.564 3.032 -0.053
C -2.911 0.458 4.350 -0.183
C -3.868 0.095 5.369 -0.169
N -4.632 -0.197 6.177 0.175
C -1.568 0.692 4.675 -0.180
C -0.668 1.017 3.677 -0.045
C -1.065 1.120 2.342 -0.691
S 0.093 1.394 1.058 0.577
C -1.090 0.556 6.034 -0.165
N -0.674 0.439 7.098 0.176
H -4.355 0.370 2.784 0.121
H 0.372 1.172 3.931 0.124
S -2.136 -1.514 -1.841 0.198